Entry P
Formula: C6H9ClSSi
Source: the Open Molecules 2025 dataset
Level of theory: wB97M-V/def2-TZVPD

Positions of all 18 atoms, in Å:
C -1.80410 -0.64132 -0.65410
Si -0.90860 0.88511 0.14804
C -1.10438 0.77523 2.08146
Cl -1.78602 2.39418 -0.92233
C 1.02099 0.74656 -0.20710
C 1.61398 0.28186 -1.39611
C 3.03004 0.35491 -1.41357
C 3.54458 0.86919 -0.24368
S 2.27880 1.24958 0.89806
H -1.16902 -1.23967 -1.43863
H -2.09969 -1.40624 0.16017
H -2.70302 -0.38829 -1.19877
H -0.73278 1.63442 2.55953
H -2.13943 0.55887 2.38355
H -0.42147 -0.01635 2.42680
H 1.14007 -0.01030 -2.26376
H 3.64102 -0.03221 -2.13861
H 4.54608 1.08785 0.16035

Its molar mass is 176.74 g mol⁻¹. The frontier orbital gap comes out at 9.676 eV. As for the HOMO energy: -8.97 eV. Its multiplicity is 1. Its SMILES is C[Si](C)(Cl)c1cccs1.



Entry Q
Formula: C6H9ClSSi
Source: the Open Molecules 2025 dataset
Level of theory: wB97M-V/def2-TZVPD

Positions of all 18 atoms, in Å:
C -1.76411 2.15701 -0.85660
C -0.95704 1.10443 -1.31641
C -1.51100 2.49689 0.39907
C -0.03301 0.72334 -0.39522
C -0.65934 -2.99015 0.64625
C 2.41212 -0.49045 0.61927
Si 0.92464 -0.80426 -0.51068
S -0.30043 1.46484 1.13645
Cl 3.70994 0.51684 -0.15170
H -2.54378 2.80889 -1.26895
H -1.10358 0.81769 -2.28222
H -1.93486 3.33219 1.05607
H -1.55171 -2.39040 0.40215
H -0.38074 -3.91499 0.21730
H -0.43072 -2.57878 1.62903
H 2.96630 -1.37612 1.10142
H 2.07181 0.14538 1.46963
H 1.08551 -1.02235 -1.89486

Its molar mass is 176.74 g mol⁻¹. The frontier orbital gap (alpha / beta) comes out at 7.578 / 7.581 eV. As for the HOMO energy (alpha / beta): -7.86 / -7.87 eV. Its multiplicity is 1.



Stability ranking, top entry: entry P; the second entry is 117.1 kcal/mol less favorable.



Entry P
Formula: C4H10N
Source: the Open Molecules 2025 dataset
Level of theory: wB97M-V/def2-TZVPD

Positions of all 15 atoms, in Å:
C -0.76485 1.10752 -1.73056
C 1.65224 -0.19891 0.74339
C -1.75239 -0.53045 1.10666
C 0.89248 -0.35554 -0.59040
N -0.41942 0.38846 -0.75396
H 0.04308 1.51057 -2.37472
H -1.74752 1.55508 -1.94477
H 2.37048 0.65822 0.78877
H 0.95707 -0.05707 1.55277
H 2.13150 -1.11568 0.90483
H -0.87864 -0.92053 1.50073
H -2.37341 -1.02094 0.38137
H -2.30508 0.39756 1.42007
H 0.38607 -1.33032 -0.67773
H 1.50729 -0.05988 -1.42536

The charge is +1. Its molar mass is 72.13 g mol⁻¹. The frontier orbital gap comes out at 8.658 eV. As for the HOMO energy: -15.25 eV. Its multiplicity is 1.



Entry Q
Formula: C4H10N
Source: the Open Molecules 2025 dataset
Level of theory: wB97M-V/def2-TZVPD

Positions of all 15 atoms, in Å:
C -0.16799 2.38453 -0.30349
C -0.16442 1.44452 -1.21170
C -0.35846 -0.14220 -0.84262
N 0.50830 -0.46295 0.31061
C -0.07169 -1.68402 1.07721
H 0.13407 3.31216 -0.67157
H -0.37082 2.07282 0.75718
H 0.14051 1.75139 -2.19199
H -0.11435 -0.40959 -1.88937
H -1.39000 -0.32777 -0.49308
H 0.44492 0.37077 0.99038
H 1.58666 -0.62794 0.20407
H 0.56253 -1.86333 1.99656
H -1.09805 -1.49797 1.23067
H 0.29169 -2.52094 0.45476

The charge is +1. Its molar mass is 72.13 g mol⁻¹. The frontier orbital gap comes out at 11.186 eV. As for the HOMO energy: -14.78 eV. Its multiplicity is 1. Its SMILES is C=CC[NH2+]C.



Stability ranking, top entry: entry Q; the second entry is 45.6 kcal/mol less favorable.



Entry P
Formula: C4H10N
Source: the Open Molecules 2025 dataset
Level of theory: wB97M-V/def2-TZVPD

Positions of all 15 atoms, in Å:
C -0.36694 0.37787 -2.40426
C -0.70958 0.78446 -0.98260
C 0.21216 0.11107 -0.01013
C -0.12990 -0.24028 1.21295
N 0.80732 -0.88930 2.15016
H -0.39157 -0.70768 -2.51992
H 0.63625 0.71938 -2.65980
H -1.01454 0.78879 -3.17911
H -1.73125 0.53998 -0.71458
H -0.63574 1.86130 -0.81817
H 1.22080 -0.14737 -0.32990
H -1.09219 -0.07161 1.65321
H 1.78643 -0.69564 1.95454
H 0.61078 -0.57267 3.09812
H 0.74130 -1.91655 2.18749

The charge is +1. Its molar mass is 72.13 g mol⁻¹. The frontier orbital gap comes out at 11.025 eV. As for the HOMO energy: -14.85 eV. Its multiplicity is 1. Its SMILES is CC/C=C/[NH3+].



Entry Q
Formula: C4H10N
Source: the Open Molecules 2025 dataset
Level of theory: wB97M-V/def2-TZVPD

Positions of all 15 atoms, in Å:
C -0.56604 0.43176 -0.01178
C -2.78649 0.04560 0.01158
C 1.78208 0.96309 0.01104
C 0.98644 -1.38928 0.00160
N 0.69002 0.02297 0.00486
H -2.92327 -0.04921 -1.04792
H -0.67869 1.50723 -0.07224
H -2.85811 -0.84839 0.60442
H -3.04093 0.97875 0.47529
H 1.77889 1.58867 -0.88146
H 1.73025 1.61491 0.88421
H 2.72096 0.41832 0.04206
H 0.68024 -1.81772 -0.95332
H 2.05001 -1.56607 0.13990
H 0.43466 -1.90064 0.79177

The charge is +1. Its molar mass is 72.13 g mol⁻¹. The frontier orbital gap (alpha / beta) comes out at 10.794 / 10.795 eV. As for the HOMO energy (alpha / beta): -15.50 / -15.50 eV. Its multiplicity is 1.



Entry R
Formula: C4H10N
Source: the Open Molecules 2025 dataset
Level of theory: wB97M-V/def2-TZVPD

Positions of all 15 atoms, in Å:
C -2.71025 0.23227 1.80406
C -2.10129 0.33371 0.63117
H -2.59789 1.05455 2.50265
H -3.32180 -0.62190 2.04831
H -1.43558 1.19125 0.55240
H -2.44457 -0.16696 -0.26540
C 1.97226 0.02727 0.36436
C 0.80003 -0.38475 -1.78583
N 1.84384 -0.28558 -1.06856
H 1.08296 -0.26227 0.90729
H 2.86838 -0.47252 0.71461
H 2.17958 1.08996 0.48167
H -0.19367 -0.37014 -1.36052
H 0.98893 -0.62938 -2.82946
H 2.70668 -0.02969 -1.54919

The charge is +1. Its molar mass is 72.13 g mol⁻¹. The frontier orbital gap comes out at 7.812 eV. As for the HOMO energy: -13.28 eV. Its multiplicity is 1.



Entry S
Formula: C4H10N
Source: the Open Molecules 2025 dataset
Level of theory: wB97M-V/def2-TZVPD

Positions of all 15 atoms, in Å:
C -1.91724 -1.48638 0.06858
C 1.72319 -0.16037 -0.57524
C -0.76201 1.42941 -0.45146
C 0.75954 -0.15861 0.61010
N -0.49252 0.41562 0.44371
H -1.68725 -2.32228 0.70985
H -2.93283 -1.23582 -0.20056
H 2.59960 -0.74814 -0.32111
H 1.23162 -0.62594 -1.43242
H 2.04759 0.83843 -0.84432
H -0.28429 1.33059 -1.43662
H -0.33288 2.34709 -0.01074
H -1.83370 1.60124 -0.54264
H 1.22450 0.41275 1.44043
H 0.64039 -1.16167 1.03085

The charge is +1. Its molar mass is 72.13 g mol⁻¹. The frontier orbital gap (alpha / beta) comes out at 7.912 / 7.973 eV. As for the HOMO energy (alpha / beta): -15.21 / -14.77 eV. Its multiplicity is 1.



Stability ranking, top entry: entry P; the second entry is 35.8 kcal/mol less favorable.



Entry P
Formula: C5H11NOS
Source: the Open Molecules 2025 dataset
Level of theory: wB97M-V/def2-TZVPD

Positions of all 19 atoms, in Å:
O -0.51555 4.04003 0.69970
C 0.15431 3.11290 0.00250
C -0.66078 1.57199 0.02573
N 0.31312 0.60924 -0.68397
C -0.13048 -0.72718 -1.01232
C -0.35273 -1.74914 0.17616
C 0.77251 -2.73475 0.46921
S 0.77454 -3.06815 2.23054
H 0.10126 3.45877 -1.03264
H 0.98518 2.97529 0.56134
H -0.81738 1.34875 1.08142
H -1.59705 1.77965 -0.49295
H 1.11466 0.48561 -0.03641
H 0.48549 -1.12710 -1.74142
H -1.14373 -0.52709 -1.34584
H -0.70580 -1.09986 1.06499
H -1.36859 -2.30900 0.09868
H 0.88127 -3.72767 -0.07550
H 1.70974 -2.31230 0.01077

The charge is -2. Its molar mass is 133.22 g mol⁻¹. The frontier orbital gap comes out at 5.651 eV. As for the HOMO energy: 0.35 eV. Its multiplicity is 1. Its SMILES is [O-]CCNCCC[S-].



Entry Q
Formula: C5H11NOS
Source: the Open Molecules 2025 dataset
Level of theory: wB97M-V/def2-TZVPD

Positions of all 19 atoms, in Å:
C -0.33402 2.72567 -0.36684
C 0.10354 1.42704 0.33663
N -0.58820 0.28809 -0.24856
C -0.24425 -1.05671 0.27101
C 1.28917 -1.28214 0.72158
O 1.96669 -0.21346 1.25210
C -0.46916 -2.07366 -0.85915
S -2.07780 -3.04034 -0.86744
H -1.12198 2.54280 -1.08723
H -0.80908 3.42192 0.32871
H 0.41615 3.28309 -0.94209
H 1.16825 1.38510 0.21738
H -0.00877 1.45764 1.42416
H -1.55262 0.43712 -0.07785
H -0.72925 -1.24610 1.23714
H 1.94124 -1.71349 -0.06173
H 1.24712 -2.10032 1.48625
H -0.57472 -1.47389 -1.76632
H 0.37770 -2.76836 -0.99774

The charge is -2. Its molar mass is 133.22 g mol⁻¹. The frontier orbital gap comes out at 5.245 eV. As for the HOMO energy: 0.92 eV. Its multiplicity is 1. Its SMILES is CCN[C@H](C[O-])C[S-].



Stability ranking, top entry: entry Q; the second entry is 11.9 kcal/mol less favorable.



Entry P
Formula: C42H36NO9PReS
Source: the Open Molecules 2025 dataset
Level of theory: wB97M-V/def2-TZVPD

Positions of all 91 atoms, in Å:
Re 0.02033 -0.23925 -0.39833
O -3.05431 2.65511 -1.01222
C -1.85396 2.17121 -0.80551
O -1.13451 1.58879 -1.59160
C -1.28846 2.41214 0.53804
C -1.60803 3.47669 1.35748
C -0.84282 3.67788 2.49149
C 0.20617 2.80013 2.74658
C 0.43750 1.75812 1.87984
N -0.30185 1.56316 0.78193
C 1.55963 0.78784 1.99232
O 2.29895 0.72270 3.06943
O 1.80536 0.05182 1.05162
H -3.34806 2.42516 -1.91082
H -2.42977 4.12756 1.08695
H -1.03916 4.51121 3.15583
H 0.84034 2.96562 3.60806
H 1.99991 1.29148 3.79009
O 2.07680 -3.57315 -0.25408
C 1.83622 -2.62266 -0.92105
O 0.63750 -1.95731 -0.67882
C 2.67523 -2.14138 -2.04689
C 3.67873 -3.02266 -2.44724
C 4.51419 -2.71557 -3.50617
C 4.35124 -1.51778 -4.18801
C 3.36558 -0.62842 -3.79191
C 2.52027 -0.91986 -2.71858
P 1.39659 0.43861 -2.25315
C 2.47835 1.72788 -1.57303
C 3.73731 1.41625 -1.06589
C 4.48039 2.38888 -0.40442
C 3.96642 3.66800 -0.23645
C 2.70727 3.98370 -0.73921
C 1.96331 3.01712 -1.40067
C 0.69964 1.01689 -3.80351
C -0.29068 0.22300 -4.38271
C -0.83178 0.58123 -5.60412
C -0.38802 1.73244 -6.24808
C 0.60218 2.51772 -5.67517
C 1.15187 2.16273 -4.44764
H 3.78471 -3.95440 -1.90908
H 5.29248 -3.40984 -3.79778
H 4.99075 -1.27329 -5.02861
H 3.25334 0.30690 -4.32576
H 4.14566 0.41885 -1.18584
H 5.46551 2.14500 -0.02500
H 4.55136 4.42455 0.27507
H 2.31399 4.98776 -0.62704
H 0.98758 3.26822 -1.80454
H -0.63371 -0.67498 -3.87558
H -1.59999 -0.03264 -6.05912
H -0.81233 2.01260 -7.20444
H 0.95376 3.40691 -6.18383
H 1.93633 2.77143 -4.01575
C -3.32911 -2.25095 -2.21492
O -1.98520 -1.77241 -1.93105
C -1.86929 -0.69061 -1.15509
O -2.81247 -0.05048 -0.72536
H -3.37184 -3.28381 -1.88635
H -3.47461 -2.19598 -3.28880
H -4.06669 -1.64713 -1.69810
O -0.75838 -0.98094 1.45474
S -1.67945 -2.24046 1.57453
C -0.62576 -3.56837 2.22723
C 0.11436 -3.22919 3.48870
C -0.40808 -3.57710 4.72979
C 0.25584 -3.22481 5.89809
C 1.44952 -2.51891 5.83094
C 1.98308 -2.18027 4.59578
C 1.31800 -2.53438 3.42734
C -2.66829 -1.78798 2.99078
C -3.63094 -0.71211 2.55581
C -3.33059 0.62125 2.80715
C -4.19805 1.62586 2.39209
C -5.36540 1.29924 1.71619
C -5.66568 -0.03241 1.45732
C -4.79968 -1.03323 1.87518
H 0.04395 -3.78261 1.39129
H -1.31983 -4.40633 2.34658
H -1.32936 -4.15143 4.78718
H -0.15537 -3.50979 6.85944
H 1.97235 -2.25228 6.74146
H 2.92891 -1.65439 4.53769
H 1.75282 -2.30253 2.46086
H -1.96091 -1.43942 3.74435
H -3.16062 -2.70261 3.32946
H -2.42476 0.86935 3.35380
H -3.97551 2.66415 2.61609
H -6.05335 2.07859 1.41112
H -6.58188 -0.29111 0.93934
H -5.04311 -2.07450 1.68233

The expectation value of S² is 0.755. The charge is +2. Its molar mass is 948.00 g mol⁻¹. The frontier orbital gap (alpha / beta) comes out at 7.231 / 6.767 eV. As for the HOMO energy (alpha / beta): -13.69 / -13.69 eV. Its multiplicity is 2.



Entry Q
Formula: C42H36NO9PReS
Source: the Open Molecules 2025 dataset
Level of theory: wB97M-V/def2-TZVPD

Positions of all 91 atoms, in Å:
Re -0.80100 -0.29026 0.35579
O -1.77520 2.35864 -3.02501
C -1.62490 1.55044 -2.00021
O -0.61710 0.89324 -1.82241
C -2.80730 1.45534 -1.10051
C -3.93500 2.22344 -1.36091
C -5.04720 2.08994 -0.54821
C -4.99500 1.16774 0.48829
C -3.82960 0.43944 0.70149
N -2.72520 0.58484 -0.06731
C -3.77740 -0.68126 1.70519
O -4.58590 -0.69016 2.73439
O -2.98810 -1.58666 1.52879
H -0.97080 2.38744 -3.57521
H -3.91890 2.90374 -2.19801
H -5.94040 2.65914 -0.74391
H -5.87130 1.00774 1.10099
H -5.13140 0.09704 2.87339
O 2.43070 -1.73706 2.16779
C 1.69410 -1.89606 1.22389
O 1.05260 -0.91256 0.65799
C 1.53230 -3.24156 0.56169
C 2.54190 -4.16256 0.82389
C 2.50690 -5.42646 0.26469
C 1.44110 -5.79136 -0.53751
C 0.43700 -4.87886 -0.81211
C 0.48030 -3.58446 -0.29391
P -0.74340 -2.38076 -0.93091
C 0.11110 -1.78646 -2.42971
C 1.48970 -1.58516 -2.39981
C 2.13830 -1.06056 -3.50381
C 1.42390 -0.75406 -4.65061
C 0.05350 -0.95356 -4.68641
C -0.60720 -1.43926 -3.57231
C -2.15060 -3.38176 -1.49421
C -2.14520 -3.96706 -2.76391
C -3.22240 -4.73366 -3.17081
C -4.30640 -4.92966 -2.32761
C -4.27930 -4.41256 -1.04151
C -3.20650 -3.64356 -0.62391
H 3.35170 -3.85786 1.46579
H 3.30070 -6.12926 0.45439
H 1.39240 -6.78076 -0.96751
H -0.37560 -5.17456 -1.45711
H 2.06400 -1.83566 -1.51831
H 3.20460 -0.89246 -3.46831
H 1.93310 -0.35506 -5.51351
H -0.50590 -0.73266 -5.58211
H -1.68070 -1.56326 -3.59021
H -1.30940 -3.83006 -3.43691
H -3.20950 -5.17706 -4.15541
H -5.16580 -5.48186 -2.67671
H -5.09650 -4.60716 -0.36441
H -3.17880 -3.24046 0.37529
C -0.55620 -1.57706 4.45209
O -0.47620 -1.41816 3.01529
C -1.07680 -0.42566 2.45599
O -1.69070 0.47674 2.95879
H 0.44460 -1.83386 4.79109
H -1.24760 -2.39136 4.66799
H -0.90870 -0.65656 4.91789
O -0.20360 1.82034 0.93209
S 0.64550 2.30124 2.09309
C 0.78810 4.11784 1.74059
C 1.03510 4.34964 0.29559
C -0.02860 4.29954 -0.60091
C 0.19970 4.45004 -1.95721
C 1.48860 4.62574 -2.43281
C 2.54760 4.69484 -1.54221
C 2.32400 4.55754 -0.18441
C 2.35570 1.81414 1.62039
C 3.37600 2.42484 2.52579
C 4.57660 2.92904 2.02009
C 5.51650 3.48564 2.86929
C 5.27580 3.54184 4.23599
C 4.08000 3.05174 4.74889
C 3.14220 2.49524 3.90089
H 1.58840 4.48274 2.38139
H -0.16430 4.53544 2.05999
H -1.03600 4.18414 -0.22431
H -0.63280 4.45744 -2.64571
H 1.66750 4.73834 -3.49141
H 3.54600 4.87764 -1.90401
H 3.14300 4.64934 0.51429
H 2.48760 2.08864 0.57279
H 2.37340 0.72114 1.70289
H 4.79570 2.86044 0.96389
H 6.44160 3.86874 2.46359
H 6.02260 3.94814 4.89949
H 3.88380 3.10404 5.80919
H 2.22120 2.09754 4.30109

The expectation value of S² is 0.758. The charge is +2. Its molar mass is 948.00 g mol⁻¹. The frontier orbital gap (alpha / beta) comes out at 5.507 / 5.806 eV. As for the HOMO energy (alpha / beta): -13.29 / -13.29 eV. Its multiplicity is 2.



Stability ranking, top entry: entry P; the second entry is 46.2 kcal/mol less favorable.